Entry A
{
  "formula": "C3H8O2S",
  "method": "ωB97M-V/def2-TZVPD",
  "symbols": ["C", "O", "C", "C", "S", "H", "H", "H", "H", "H", "H", "H", "H", "O"],
  "xyz": [[0.344, 0.264, -0.293], [1.174, -0.862, -0.380], [-0.473, 0.278, 1.020], [-2.001, 0.279, 0.935], [-2.909, 1.780, 1.551], [-0.337, 0.305, -1.158], [0.932, 1.206, -0.386], [-0.038, -0.565, 1.582], [-0.146, 1.086, 1.665], [-2.433, 0.092, -0.045], [-2.310, -0.563, 1.583], [1.878, -0.749, -1.090], [3.158, -1.601, -2.847], [3.163, -0.952, -2.137]],
  "mulliken_charge": [-0.33, -0.50, -0.45, -0.72, -0.82, 0.24, 0.23, 0.27, 0.30, 0.26, 0.17, 0.37, 0.12, -1.15],
  "charge": -2,
  "e_lumo_ev": 6.079,
  "homo_ha": 0.005,
  "mol_weight_g_mol": 108.16
}

---

Entry B
{
  "formula": "C3H8O2S",
  "method": "ωB97M-V/def2-TZVPD",
  "symbols": ["C", "O", "C", "C", "S", "H", "H", "H", "H", "H", "H", "H", "H", "O"],
  "xyz": [[-0.098, -0.433, -0.317], [-1.473, -0.512, -0.487], [0.343, 0.518, 0.797], [1.805, 0.381, 1.191], [2.375, 1.517, 2.547], [0.324, -1.433, -0.104], [0.400, -0.090, -1.240], [-0.265, 0.367, 1.696], [0.133, 1.542, 0.491], [2.489, 0.558, 0.353], [1.959, -0.658, 1.510], [-2.021, -0.806, -1.599], [-3.232, -0.072, -2.308], [-2.741, -0.878, -2.531]],
  "mulliken_charge": [-0.44, -0.75, -0.27, -0.72, -0.83, 0.16, 0.20, 0.23, 0.21, 0.23, 0.23, 0.43, 0.22, -0.90],
  "charge": -2,
  "e_lumo_ev": 6.104,
  "homo_ha": 0.014,
  "mol_weight_g_mol": 108.16
}

---

The most stable structure shown above is entry B; the least stable is entry A.